DFT (the ωB97M-V functional and the def2-TZVPD basis) results for a structure of composition C22H79BF3GaN32O17P in a non-equilibrium geometry.

Geometry as XYZ:
```
156
Properties=species:S:1:pos:R:3:mulliken_charge:R:1
C 1.061 1.684 -3.015 -1.271
C 0.328 1.458 -1.692 -0.180
P 0.383 -0.372 -1.397 -0.235
C -0.661 -0.849 0.069 0.047
C -1.786 -1.809 -0.365 -1.137
Ga 2.516 -1.283 -1.122 -0.680
B 3.277 -1.150 0.833 0.376
C 4.723 -0.572 1.139 -0.988
O 2.520 -1.579 1.963 -0.178
C 2.234 -3.293 -1.619 0.712
F 2.774 -4.199 -0.784 -0.270
F 0.893 -3.577 -1.643 -0.262
F 2.653 -3.600 -2.875 -0.353
H 2.056 1.276 -2.931 0.192
H 0.525 1.107 -3.754 0.302
H 1.095 2.718 -3.296 0.507
H -0.706 1.695 -1.871 0.117
H 0.738 2.074 -0.904 0.443
H -0.077 -1.381 0.814 -0.221
H -1.123 0.000 0.560 0.493
H -2.023 -1.614 -1.400 0.447
H -2.669 -1.683 0.247 0.123
H -1.426 -2.830 -0.330 0.209
H 3.526 -0.664 -2.199 -0.205
H 5.440 -1.376 1.278 0.296
H 5.041 0.022 0.292 0.159
H 4.752 0.037 2.042 0.275
H 1.760 -0.984 2.039 0.109
C -4.942 -3.328 1.499 0.640
O -4.248 -2.492 2.057 -0.486
N -6.141 -3.002 0.939 -0.356
N -4.569 -4.639 1.389 -0.296
H -6.736 -3.663 0.479 0.138
H -6.424 -2.036 0.997 0.187
H -3.684 -4.903 1.778 0.081
H -5.119 -5.337 0.926 0.153
C 0.936 -4.846 3.652 0.918
O 0.097 -5.741 3.679 -0.718
N 1.422 -4.275 4.798 -0.381
N 1.441 -4.334 2.503 -0.022
H 2.101 -3.537 4.799 0.156
H 1.071 -4.622 5.670 0.211
H 1.114 -4.720 1.640 0.033
H 2.116 -3.584 2.475 -0.029
C -2.135 4.481 -1.750 0.553
O -0.977 4.131 -1.862 -0.641
N -2.982 4.582 -2.828 -0.354
N -2.708 4.770 -0.544 -0.085
H -3.942 4.859 -2.752 0.148
H -2.601 4.360 -3.728 0.217
H -2.123 4.682 0.265 -0.007
H -3.670 5.048 -0.429 0.171
C -6.108 0.963 1.620 0.850
O -6.866 0.028 1.851 -0.796
N -5.322 1.520 2.584 -0.060
N -5.995 1.523 0.381 -0.332
H -4.702 2.289 2.417 0.018
H -5.363 1.122 3.505 0.090
H -6.555 1.132 -0.353 0.227
H -5.376 2.284 0.170 0.096
C -6.068 5.972 1.393 0.714
O -5.730 5.685 0.251 -0.704
N -5.158 6.144 2.383 -0.224
N -7.385 6.109 1.745 -0.430
H -5.400 6.351 3.333 0.161
H -4.179 6.037 2.139 0.141
H -8.070 5.974 1.027 0.225
H -7.688 6.332 2.674 0.153
C 3.858 -1.733 -6.167 0.689
O 4.098 -0.670 -5.611 -0.485
N 3.856 -1.851 -7.524 -0.332
N 3.605 -2.888 -5.473 -0.311
H 3.680 -2.705 -8.016 0.125
H 4.073 -1.028 -8.052 0.183
H 3.604 -2.841 -4.466 0.177
H 3.436 -3.770 -5.916 0.107
C -1.837 -6.369 -0.466 0.547
O -2.667 -7.263 -0.374 -0.714
N -1.238 -5.806 0.627 -0.042
N -1.434 -5.851 -1.660 -0.267
H -0.569 -5.065 0.555 -0.022
H -1.475 -6.162 1.535 0.127
H -1.848 -6.226 -2.492 0.190
H -0.752 -5.115 -1.745 0.224
C -1.664 5.890 3.486 0.608
O -2.441 6.567 2.817 -0.787
N -0.842 6.443 4.425 -0.377
N -1.554 4.548 3.334 -0.146
H -0.195 5.904 4.970 0.152
H -0.891 7.435 4.555 0.217
H -2.139 4.120 2.641 0.103
H -0.917 3.967 3.861 0.343
C -2.271 -3.877 5.815 0.549
O -2.191 -4.211 6.988 -0.739
N -1.449 -4.373 4.844 -0.059
N -3.193 -2.963 5.374 -0.373
H -1.505 -4.100 3.880 -0.013
H -0.757 -5.048 5.116 0.071
H -3.826 -2.575 6.050 0.250
H -3.271 -2.678 4.411 0.103
C 6.806 -1.016 -9.539 0.651
O 5.946 -1.878 -9.551 -0.631
N 7.357 -0.566 -8.375 -0.310
N 7.285 -0.435 -10.686 -0.400
H 8.068 0.138 -8.331 0.159
H 7.034 -0.988 -7.520 0.155
H 6.898 -0.751 -11.555 0.225
H 7.993 0.273 -10.695 0.151
C -2.734 0.782 6.514 0.545
O -3.732 0.793 5.814 -0.676
N -1.999 -0.343 6.716 -0.208
N -2.277 1.912 7.149 -0.350
H -1.175 -0.376 7.286 0.181
H -2.310 -1.187 6.255 0.140
H -2.802 2.757 7.018 0.225
H -1.465 1.929 7.735 0.157
C -8.638 2.783 5.199 0.577
O -9.150 3.333 6.161 -0.681
N -7.395 2.225 5.240 -0.210
N -9.271 2.679 3.989 -0.330
H -6.970 1.777 4.451 0.103
H -6.893 2.269 6.107 0.111
H -10.189 3.074 3.917 0.188
H -8.867 2.223 3.192 0.166
C 0.871 1.802 5.052 0.738
O 0.424 2.801 4.507 -0.815
N 2.005 1.834 5.806 -0.445
N 0.271 0.584 4.933 -0.263
H 2.396 1.028 6.254 0.149
H 2.471 2.717 5.899 0.221
H -0.559 0.531 4.370 0.112
H 0.626 -0.251 5.360 0.127
C 7.685 -3.403 -4.424 0.448
O 8.014 -2.960 -5.513 -0.635
N 6.406 -3.337 -3.969 -0.155
N 8.589 -3.975 -3.564 -0.392
H 6.106 -3.677 -3.074 0.114
H 5.729 -2.915 -4.580 0.120
H 9.544 -4.019 -3.866 0.228
H 8.342 -4.345 -2.667 0.164
C 7.775 0.897 -2.678 0.536
O 8.347 1.768 -2.038 -0.704
N 6.698 1.153 -3.476 -0.246
N 8.165 -0.414 -2.634 -0.281
H 6.197 0.446 -3.986 0.166
H 6.372 2.100 -3.515 0.156
H 8.937 -0.646 -2.040 0.159
H 7.717 -1.139 -3.161 0.284
C 2.553 3.833 -6.208 0.631
O 2.406 3.505 -5.052 -0.589
N 3.529 3.283 -7.000 -0.381
N 1.754 4.769 -6.820 -0.403
H 3.672 3.529 -7.961 0.145
H 4.109 2.577 -6.581 0.209
H 1.031 5.183 -6.263 0.230
H 1.857 5.050 -7.776 0.145
```

Summary:
charge	-1
Kohn-Sham gap	4.9	eV
LUMO energy	1.340	eV

DFT (the ωB97M-V functional and the def2-TZVPD basis) results for a structure of composition CH2Cl3Hg in a non-equilibrium geometry.

Geometry as XYZ:
```
7
Properties=species:S:1:pos:R:3:mulliken_charge:R:1
Hg -4.124 2.398 0.767 1.046
Cl -2.096 0.896 0.654 -0.054
C 1.108 -0.541 -0.270 -0.084
Cl 2.124 -0.388 -1.688 -0.127
Cl 1.631 -1.931 0.724 -0.139
H 1.276 0.324 0.362 0.263
H 0.081 -0.758 -0.548 0.095
```

Summary:
charge	+1
Kohn-Sham gap	3.3	eV
LUMO energy	-9.990	eV

DFT (the ωB97M-V functional and the def2-TZVPD basis) results for a structure of composition C2H3CaO2 in a non-equilibrium geometry.

Geometry as XYZ:
```
8
Properties=species:S:1:pos:R:3:mulliken_charge:R:1
Ca 1.560 -0.726 2.542 1.551
C -0.576 0.229 -0.909 -0.923
C 0.240 -0.047 0.288 1.226
O 1.504 -0.109 0.218 -0.812
O -0.331 -0.276 1.430 -0.915
H -1.214 -0.626 -1.122 0.285
H 0.056 0.482 -1.752 0.289
H -1.239 1.072 -0.696 0.299
```

Summary:
charge	+1
Kohn-Sham gap	8.7	eV
LUMO energy	-5.853	eV

DFT (the ωB97M-V functional and the def2-TZVPD basis) results for a structure of composition C3H10NP in a non-equilibrium geometry.

Geometry as XYZ:
```
15
Properties=species:S:1:pos:R:3:mulliken_charge:R:1
C 1.989 -0.007 -0.522 -0.809
C -1.931 -0.840 -0.669 -0.765
C 1.252 0.353 0.725 -0.483
N -0.386 1.196 0.117 -0.437
P -1.871 0.557 0.445 -0.009
H 2.857 -0.598 -0.364 0.346
H 1.283 -0.559 -1.012 0.212
H 2.262 0.936 -0.895 0.268
H -0.968 -1.348 -0.791 0.222
H -2.378 -0.561 -1.685 0.252
H -2.670 -1.631 -0.183 0.287
H 0.863 -0.437 1.195 0.360
H 1.704 1.012 1.573 0.316
H -0.166 2.087 0.389 0.259
H -1.840 -0.159 1.676 -0.019
```

Summary:
Kohn-Sham gap	9.1	eV
LUMO energy	1.073	eV

DFT (the ωB97M-V functional and the def2-TZVPD basis) results for a structure of composition C12H19AuIN5O3 in a non-equilibrium geometry.

Geometry as XYZ:
```
41
Properties=species:S:1:pos:R:3:mulliken_charge:R:1
C -3.791 1.353 -1.925 -1.305
I -1.441 -0.783 -3.104 -0.495
H -3.505 1.727 -2.923 0.315
H -3.935 2.256 -1.360 0.343
H -4.679 0.752 -1.885 0.350
C 0.966 -3.712 -0.521 -0.321
C 1.696 -3.312 -1.591 -0.601
N 1.489 -1.926 -1.721 0.574
C 0.583 -1.513 -0.795 -0.907
N 0.354 -2.584 -0.023 0.454
H 0.804 -4.671 -0.027 0.297
H 2.322 -3.913 -2.207 0.557
C 0.426 2.527 2.594 -0.363
C -0.349 1.497 0.724 -0.564
N -0.148 1.378 2.059 0.279
H 1.046 4.353 1.573 0.456
N 0.109 2.752 0.433 0.469
H 0.780 2.558 3.612 0.342
Au -0.676 0.181 -0.797 0.173
C -2.866 0.556 -0.845 0.119
O -3.565 0.115 0.093 -0.577
C 0.590 3.386 1.573 -0.632
C 0.146 3.275 -0.908 -0.956
H 1.152 3.611 -1.186 0.374
H -0.544 4.110 -1.113 0.307
H -0.138 2.462 -1.602 0.197
C -0.355 0.196 2.887 -0.661
H -0.278 0.547 3.931 0.317
H 0.479 -0.520 2.740 0.093
H -1.327 -0.326 2.725 0.253
C -0.431 -2.695 1.213 -0.815
H -0.550 -3.773 1.365 0.306
H -1.404 -2.189 1.155 0.235
H 0.133 -2.312 2.071 0.226
C 2.115 -1.074 -2.704 -0.993
H 2.094 -0.045 -2.332 0.316
H 1.615 -1.041 -3.661 0.262
H 3.137 -1.445 -2.867 0.399
O 2.386 0.479 1.799 -0.446
N 3.057 -0.575 1.738 0.073
O 2.504 -1.663 1.812 -0.451
```

Summary:
<S²>	2.009
spin multiplicity	3
charge	-2
Kohn-Sham gap (alpha / beta)	2.0 / 6.6	eV
LUMO energy (alpha / beta)	4.560 / 4.544	eV

DFT (the ωB97M-V functional and the def2-TZVPD basis) results for a structure of composition C4H5NO2.

Geometry as XYZ:
```
12
Properties=species:S:1:pos:R:3:mulliken_charge:R:1
O 1.431 -1.267 0.298 -0.336
C 0.900 -0.532 -0.790 0.040
C 0.642 0.652 0.156 -0.167
C -0.856 0.926 0.165 -0.695
N 0.455 -0.495 1.116 -0.340
C -0.870 -0.610 0.340 0.077
O -0.414 -1.054 -0.929 -0.429
H 1.434 -0.531 -1.740 0.466
H 1.443 1.340 0.420 0.389
H -1.350 1.227 -0.758 0.288
H -1.130 1.575 1.002 0.281
H -1.684 -1.231 0.720 0.427
```

Summary:
Kohn-Sham gap	11.1	eV
LUMO energy	0.986	eV

Table of molecular weight (g mol⁻¹), in record order: 1232.58, 320.98, 99.12, 91.09, 605.19, 99.09
Table of DFT total energy (a.u.), in record order: -6508.30708, -1572.91894, -905.92597, -516.30592, -1401.31845, -360.50837